*a*
Below is a cluster of 2 separate species, C3H10NO4 in total, with properties calculated with ωB97M-V/def2-TZVPD.

Results
lowest unoccupied orbital energy: -3.623 eV
HOMO: -14.39 eV
gap between HOMO and LUMO: 10.77 eV
total charge: +1

Last column: natural (NBO) charge in e.
Element x y z (Å)
O  -1.771  0.156  1.712  -0.5073
C  -1.039  0.268  0.786  0.7792
O  -1.140  1.046  -0.324  -0.6992
C  0.480  -0.280  0.865  -0.1843
C  1.123  0.849  0.071  -0.0761
O  2.461  0.776  0.079  -0.7092
N  0.637  -1.545  0.131  -0.6953
H  -2.210  1.390  -0.500  0.5428
H  0.721  -0.607  1.885  0.2492
H  0.719  1.774  0.611  0.1966
H  0.877  0.826  -1.061  0.2331
H  2.866  0.902  0.961  0.4850
H  1.396  -1.781  -0.473  0.4516
H  0.563  -2.318  0.895  0.4498
H  -0.147  -1.795  -0.509  0.4733
H  -1.753  -0.822  -2.725  0.5026
H  -0.153  -0.705  -3.012  0.5035
O  -0.889  -0.862  -2.382  -0.9951

*b*
Below is a cluster of 2 separate species, C3H10NO4 in total, with properties calculated with ωB97M-V/def2-TZVPD.

Results
lowest unoccupied orbital energy: -3.619 eV
HOMO: -15.10 eV
gap between HOMO and LUMO: 11.49 eV
total charge: +1

Last column: natural (NBO) charge in e.
Element x y z (Å)
O  1.131  -1.558  1.488  -0.4890
C  0.119  -0.983  1.236  0.7653
O  -0.511  -0.251  2.219  -0.7290
C  -0.833  -0.765  0.039  -0.1693
C  -0.155  -1.524  -1.128  -0.1125
O  -0.273  -0.717  -2.312  -0.7289
N  -0.743  0.735  -0.277  -0.7010
H  -0.002  -0.260  3.067  0.5238
H  -1.862  -0.968  0.388  0.2760
H  -0.590  -2.516  -1.417  0.2358
H  0.912  -1.711  -0.928  0.2205
H  0.611  -0.452  -2.612  0.4872
H  -0.492  1.232  0.689  0.5060
H  -0.092  0.916  -1.028  0.4510
H  -1.619  1.152  -0.648  0.4500
H  1.836  2.505  -0.201  0.4919
H  1.341  3.008  0.945  0.4960
O  1.221  2.158  0.481  -0.9740

Name the least stable of them. *a*.

*a*
Below is the ion NO5S with charge -1, with properties calculated with ωB97M-V/def2-TZVPD.

Results
lowest unoccupied orbital energy: 4.267 eV
HOMO: -5.84 eV
SMILES: O=[N+]([O-])S(=O)(=O)[O-]
gap between HOMO and LUMO: 10.10 eV
total charge: -1

Last column: natural (NBO) charge in e.
Element x y z (Å)
O  1.548  0.464  0.976  -0.3983
N  0.995  -0.013  0.021  0.3238
O  1.381  -0.356  -1.038  -0.3726
S  -0.789  -0.049  0.051  2.3347
O  -1.137  -1.338  -0.534  -0.9602
O  -1.120  0.191  1.469  -0.9484
O  -0.878  1.102  -0.946  -0.9790

*b*
Below is a cluster of 2 separate species, NO5S in total, with properties calculated with ωB97M-V/def2-TZVPD.

Results
lowest unoccupied orbital energy (alpha / beta): 3.255 / 3.256 eV
HOMO (alpha / beta): -4.52 / -4.52 eV
gap between HOMO and LUMO (alpha / beta): 7.78 / 7.78 eV
total charge: -1

Last column: natural (NBO) charge in e.
Element x y z (Å)
N  -0.760  0.651  1.009  0.2873
O  -1.395  -0.335  1.397  -0.4825
O  0.986  -1.467  -0.118  -0.9157
O  -0.460  1.573  1.708  -0.4552
O  -0.594  -0.519  -1.768  -0.8942
O  1.680  0.440  -1.296  -0.9103
S  0.542  -0.342  -0.931  2.3707

Name the least stable of them. *b*.

*a*
Below is a structure of composition C39H51KN4O6PTe, with properties calculated with ωB97M-V/def2-TZVPD.

Results
lowest unoccupied orbital energy (alpha / beta): 3.887 / 3.885 eV
HOMO (alpha / beta): 0.72 / -2.66 eV
gap between HOMO and LUMO (alpha / beta): 3.17 / 6.54 eV
total charge: -2
spin multiplicity: 2
expectation value of S²: 0.7662

Last column: Mulliken spin population.
Element x y z (Å)
K  0.815  0.311  1.866  0.0625
N  3.607  0.044  2.727  0.0116
C  3.863  0.642  4.044  0.0028
C  2.704  1.539  4.462  0.0005
C  1.450  0.726  4.825  -0.0010
O  1.513  0.004  5.830  0.0001
O  0.468  0.838  4.040  -0.0038
H  4.326  -0.636  2.502  -0.0033
H  3.693  0.744  1.992  -0.0053
H  4.808  1.207  4.060  0.0003
H  3.940  -0.164  4.777  -0.0001
H  2.477  2.249  3.661  -0.0001
H  2.996  2.113  5.346  0.0001
C  0.153  -5.148  5.026  -0.0001
C  -0.179  -3.674  5.006  -0.0001
O  -0.913  -3.396  3.810  -0.0001
P  -0.899  -1.811  3.375  0.0054
O  -2.044  -1.339  4.435  0.0004
C  -2.248  0.032  4.793  -0.0003
C  -3.572  0.112  5.517  0.0000
O  -1.752  -1.947  1.997  0.0022
C  -3.078  -2.489  1.952  0.0000
C  -3.677  -2.107  0.618  -0.0001
H  0.708  -5.400  5.930  0.0000
H  0.762  -5.416  4.164  0.0001
H  -0.756  -5.747  4.999  0.0000
H  0.726  -3.058  5.037  0.0000
H  -0.790  -3.386  5.866  0.0000
H  -2.256  0.651  3.893  -0.0001
H  -1.410  0.363  5.404  0.0000
H  -4.399  -0.188  4.874  0.0000
H  -3.755  1.134  5.850  0.0000
H  -3.566  -0.538  6.393  0.0000
H  -3.655  -2.090  2.789  0.0001
H  -3.006  -3.574  2.073  0.0000
H  -3.684  -1.025  0.487  0.0003
H  -4.703  -2.470  0.540  0.0000
H  -3.104  -2.525  -0.208  0.0002
C  1.223  -0.208  -8.038  0.0000
C  1.026  -0.067  -6.554  0.0052
C  1.732  -0.851  -5.656  -0.0136
C  1.556  -0.725  -4.280  0.0448
C  2.363  -1.640  -3.397  -0.0866
C  0.638  0.195  -3.772  -0.0258
Te  0.397  0.013  -1.590  0.0383
N  -0.298  1.199  -0.018  -0.0118
C  -0.264  2.448  -0.407  -0.0388
O  0.081  2.902  -1.521  0.0160
C  -0.797  3.495  0.584  -0.0059
C  -1.018  3.238  1.935  0.0060
C  -1.572  4.208  2.760  0.0001
C  -1.905  5.452  2.239  0.0008
C  -1.677  5.725  0.896  -0.0008
C  -1.123  4.751  0.077  -0.0008
C  -1.845  -0.111  -2.099  -0.0509
C  -2.809  0.766  -1.613  0.0154
C  -4.159  0.615  -1.891  0.0004
C  -4.587  -0.461  -2.658  -0.0007
C  -3.648  -1.361  -3.125  0.0012
C  -2.285  -1.202  -2.859  0.0089
C  -1.361  -2.241  -3.439  -0.0066
C  -0.084  1.003  -4.658  0.0072
C  -1.116  2.028  -4.282  0.0024
C  0.136  0.855  -6.029  -0.0046
H  2.071  -0.857  -8.258  0.0001
H  1.412  0.760  -8.508  0.0001
H  0.342  -0.637  -8.522  -0.0001
H  2.451  -1.575  -6.025  -0.0005
H  3.137  -2.129  -3.987  -0.0021
H  1.733  -2.418  -2.958  0.0064
H  2.852  -1.109  -2.578  0.0426
H  -0.753  2.290  2.373  -0.0031
H  -1.727  3.990  3.809  -0.0001
H  -2.335  6.212  2.885  0.0002
H  -1.932  6.695  0.484  0.0000
H  -0.926  4.930  -0.972  -0.0002
H  -2.507  1.601  -0.996  -0.0010
H  -4.872  1.333  -1.505  0.0006
H  -5.639  -0.606  -2.876  -0.0001
H  -3.970  -2.221  -3.706  0.0006
H  -1.893  -3.188  -3.558  -0.0009
H  -0.489  -2.431  -2.813  -0.0002
H  -0.987  -1.935  -4.417  -0.0006
H  -0.968  2.430  -3.288  -0.0001
H  -2.116  1.593  -4.340  0.0003
H  -1.068  2.850  -5.002  0.0007
H  -0.421  1.500  -6.704  0.0009
N  0.577  -3.759  0.376  -0.0027
H  0.104  -3.511  1.240  0.0002
H  0.113  -3.215  -0.348  0.0005
H  1.513  -3.370  0.428  0.0010
N  7.734  1.516  -1.227  0.1717
C  6.581  1.346  -1.243  0.0171
C  5.199  1.142  -1.262  0.2305
C  4.331  1.985  -2.037  0.0713
C  2.980  1.798  -2.061  0.0192
C  2.362  0.759  -1.311  0.3401
C  3.225  -0.100  -0.586  -0.0542
C  4.586  0.057  -0.555  0.0851
H  4.770  2.798  -2.606  0.0151
H  2.360  2.462  -2.650  0.0381
H  2.797  -0.960  -0.064  0.0299
H  5.206  -0.632  0.009  0.0215

*b*
Below is a structure of composition C39H51KN4O6PTe, with properties calculated with ωB97M-V/def2-TZVPD.

Results
lowest unoccupied orbital energy (alpha / beta): 3.868 / 3.860 eV
HOMO (alpha / beta): 0.90 / -2.55 eV
gap between HOMO and LUMO (alpha / beta): 2.97 / 6.41 eV
total charge: -2
spin multiplicity: 2
expectation value of S²: 0.7664

Last column: Mulliken spin population.
Element x y z (Å)
K  -1.178  1.668  -0.379  0.0755
N  0.074  3.558  0.975  0.0188
C  -0.300  4.718  0.162  -0.0112
C  -1.758  5.109  0.389  -0.0016
C  -2.806  4.325  -0.450  -0.0050
O  -3.975  4.751  -0.387  0.0012
O  -2.400  3.330  -1.114  0.0004
H  0.098  3.810  1.956  0.0027
H  1.008  3.245  0.729  0.0000
H  -0.170  4.453  -0.891  0.0004
H  0.340  5.591  0.366  0.0023
H  -1.910  6.166  0.165  0.0002
H  -2.024  4.963  1.440  0.0033
C  -4.568  -3.991  -0.428  -0.0003
C  -4.123  -2.587  -0.072  -0.0055
O  -4.230  -1.766  -1.222  0.0019
P  -3.513  -0.294  -1.098  -0.0133
O  -4.919  0.432  -0.654  -0.0012
C  -4.946  1.802  -0.226  -0.0020
C  -6.389  2.253  -0.135  0.0008
O  -3.396  0.080  -2.670  -0.0009
C  -4.497  0.317  -3.535  -0.0006
C  -4.034  1.256  -4.634  -0.0006
H  -4.552  -4.619  0.464  0.0001
H  -3.897  -4.413  -1.177  0.0000
H  -5.581  -3.976  -0.835  0.0001
H  -3.082  -2.602  0.271  0.0042
H  -4.748  -2.187  0.735  0.0004
H  -4.403  2.441  -0.917  -0.0011
H  -4.460  1.895  0.752  0.0091
H  -6.888  2.096  -1.094  0.0001
H  -6.404  3.317  0.103  -0.0001
H  -6.930  1.692  0.630  0.0000
H  -5.321  0.765  -2.978  0.0000
H  -4.841  -0.634  -3.952  0.0000
H  -3.670  2.182  -4.188  0.0000
H  -4.860  1.477  -5.312  0.0000
H  -3.219  0.799  -5.199  0.0002
C  5.183  -4.690  3.924  0.0002
C  4.316  -3.656  3.253  0.0016
C  2.985  -3.482  3.594  -0.0067
C  2.166  -2.576  2.925  -0.0017
C  0.745  -2.455  3.424  -0.0135
C  2.673  -1.798  1.859  0.0144
Te  1.101  -0.973  0.500  -0.1301
N  0.598  0.347  -1.039  -0.0230
C  1.619  1.124  -0.873  0.0568
O  2.471  0.853  0.074  0.0163
C  1.835  2.311  -1.718  -0.0149
C  1.022  2.548  -2.832  -0.0015
C  1.201  3.679  -3.606  -0.0011
C  2.193  4.600  -3.288  0.0016
C  3.015  4.364  -2.193  -0.0007
C  2.843  3.231  -1.419  -0.0037
C  2.350  -1.987  -1.142  -0.0050
C  2.965  -1.305  -2.192  0.0051
C  3.565  -1.955  -3.259  -0.0018
C  3.553  -3.341  -3.314  -0.0011
C  2.945  -4.046  -2.289  0.0008
C  2.347  -3.392  -1.211  0.0077
C  1.752  -4.244  -0.112  -0.0070
C  4.043  -1.925  1.565  -0.0020
C  4.767  -1.082  0.542  0.0001
C  4.830  -2.844  2.256  -0.0009
H  4.639  -5.207  4.716  0.0000
H  6.075  -4.234  4.359  0.0000
H  5.516  -5.437  3.199  0.0000
H  2.560  -4.086  4.392  -0.0005
H  0.474  -3.325  4.027  -0.0004
H  0.032  -2.363  2.608  0.0091
H  0.634  -1.563  4.043  0.0059
H  0.256  1.821  -3.072  -0.0004
H  0.562  3.848  -4.464  0.0000
H  2.318  5.494  -3.886  0.0003
H  3.790  5.080  -1.942  0.0001
H  3.477  3.030  -0.565  -0.0001
H  2.988  -0.223  -2.178  0.0027
H  4.039  -1.384  -4.051  0.0003
H  4.010  -3.866  -4.146  -0.0001
H  2.932  -5.132  -2.321  0.0001
H  1.498  -5.238  -0.489  -0.0007
H  0.856  -3.786  0.304  0.0014
H  2.468  -4.365  0.706  -0.0006
H  4.126  -0.313  0.133  0.0009
H  5.136  -1.706  -0.278  0.0000
H  5.634  -0.604  1.009  0.0002
H  5.883  -2.934  1.995  0.0004
N  -1.273  -1.964  -1.807  0.0097
H  -0.662  -1.830  -1.007  0.0070
H  -1.155  -1.108  -2.346  -0.0013
H  -0.879  -2.711  -2.371  -0.0016
N  -1.374  2.794  6.548  0.1724
C  -0.989  2.288  5.567  0.0182
C  -0.517  1.687  4.398  0.2237
C  0.894  1.618  4.122  0.0937
C  1.356  0.988  2.996  0.0292
C  0.476  0.387  2.071  0.2451
C  -0.913  0.458  2.338  0.1083
C  -1.410  1.083  3.451  0.0527
H  1.583  2.065  4.830  0.0201
H  2.423  0.930  2.801  0.0376
H  -1.597  -0.035  1.644  -0.0120
H  -2.476  1.117  3.648  0.0100

Name the least stable of them. *b*.